[1]
{"formula": "NO15Pb5S3", "method": "ωB97M-V with the def2-TZVPD basis set", "species": ["Pb", "Pb", "Pb", "Pb", "Pb", "N", "O", "O", "O", "S", "O", "O", "O", "O", "S", "O", "O", "O", "O", "S", "O", "O", "O", "O"], "coordinates": [[-0.713, 2.818, -3.164], [-2.346, 2.698, 0.335], [-2.020, -2.004, -1.333], [2.513, -2.399, 2.616], [0.624, 2.108, 1.615], [2.253, 0.334, 3.466], [3.251, 0.012, 2.767], [1.604, -0.465, 4.211], [1.944, 1.559, 3.364], [0.318, -1.676, -4.258], [1.191, 1.953, -2.010], [1.176, -0.725, -4.146], [-1.013, -1.471, -3.234], [0.263, 3.304, -4.931], [1.151, -1.555, 0.279], [0.269, -1.975, -0.737], [0.822, 0.107, 0.280], [0.630, -1.750, 1.679], [2.476, -2.110, 0.176], [-2.910, 0.146, 0.578], [-2.528, 0.335, -0.811], [-4.103, 1.084, 0.734], [-2.982, -1.159, 1.156], [-1.871, 0.830, 1.367]], "lowdin_charge": [1.31, 1.48, 1.71, 1.74, 1.65, -0.52, -0.06, 0.00, -0.20, 1.16, -0.56, -0.26, -0.72, -0.53, 0.36, -0.44, -0.60, -0.51, -0.34, 0.12, -0.54, -0.36, -0.27, -0.60], "molar_mass_g_mol": 1386.2, "total_charge": 3, "lumo_ev": -12.484, "gap_ha": 0.206}

[2]
{"formula": "C6H9ClO3Si", "method": "ωB97M-V with the def2-TZVPD basis set", "species": ["C", "C", "C", "C", "C", "C", "O", "O", "O", "Si", "Cl", "H", "H", "H", "H", "H", "H", "H", "H", "H"], "coordinates": [[0.701, 0.984, 0.267], [0.200, 1.409, -1.038], [0.833, -0.389, 0.696], [-0.499, -1.125, 0.261], [-0.721, -1.047, -1.308], [-0.306, 0.274, -1.814], [1.310, 1.836, 1.173], [0.224, 2.608, -1.393], [-0.642, 0.431, -3.096], [1.921, 3.449, 1.291], [3.615, 3.628, 0.087], [1.622, -0.883, 0.243], [0.904, -0.474, 1.804], [-0.486, -2.238, 0.353], [-1.346, -0.514, 0.532], [-0.244, -1.885, -1.818], [-1.873, -1.035, -1.426], [-0.929, -0.362, -3.515], [2.281, 3.478, 2.723], [1.088, 4.515, 0.857]], "lowdin_charge": [-0.19, -0.35, -0.12, -0.13, -0.14, -0.20, -0.22, -0.02, 0.12, 0.28, 0.23, 0.10, 0.14, 0.12, 0.11, 0.12, 0.16, 0.10, -0.04, -0.06], "molar_mass_g_mol": 192.7, "total_charge": 0, "lumo_ev": [-0.362, -0.307], "gap_ha": [0.268, 0.271]}

[3]
{"formula": "C5H14N3OP", "method": "ωB97M-V with the def2-TZVPD basis set", "species": ["C", "C", "C", "C", "C", "N", "N", "N", "O", "P", "H", "H", "H", "H", "H", "H", "H", "H", "H", "H", "H", "H", "H", "H"], "coordinates": [[3.502, 1.004, -0.028], [0.833, -2.436, 0.546], [-1.088, -1.914, -0.924], [-1.844, 1.938, 0.987], [-1.103, 1.342, -1.221], [2.586, 0.517, -0.617], [-0.401, -1.577, 0.343], [-1.316, 0.912, 0.164], [0.219, 0.101, 2.265], [0.002, -0.011, 0.838], [4.326, 1.457, -0.511], [3.387, 1.251, 1.050], [1.384, -2.144, 1.495], [0.626, -3.456, 0.458], [1.487, -1.992, -0.270], [-2.048, -1.529, -0.884], [-0.416, -1.637, -1.762], [-1.254, -3.008, -0.881], [-2.472, 2.718, 0.465], [-2.136, 1.608, 2.021], [-0.846, 2.552, 1.342], [-2.182, 1.473, -1.571], [-0.480, 2.346, -1.439], [-0.764, 0.485, -1.868]], "lowdin_charge": [-0.22, -0.12, -0.12, -0.18, -0.17, 0.06, -0.34, -0.40, -0.34, 0.70, 0.05, 0.08, 0.09, 0.05, 0.07, 0.05, 0.09, 0.09, 0.09, 0.09, 0.11, 0.09, 0.12, 0.06], "molar_mass_g_mol": 163.2, "total_charge": 0, "lumo_ev": [-0.223, -0.225], "gap_ha": [0.316, 0.258]}

[4]
{"formula": "C27H30N2O5", "method": "ωB97M-V with the def2-TZVPD basis set", "species": ["C", "C", "O", "C", "C", "C", "C", "C", "O", "O", "H", "H", "H", "H", "H", "H", "H", "H", "H", "H", "H", "C", "O", "C", "C", "C", "C", "N", "C", "C", "C", "C", "C", "C", "C", "C", "C", "C", "O", "N", "C", "C", "C", "C", "C", "H", "H", "H", "H", "H", "H", "H", "H", "H", "H", "H", "H", "H", "H", "H", "H", "H", "H", "H"], "coordinates": [[-3.595, -0.646, 1.835], [-2.496, 0.295, 2.259], [-1.344, -0.501, 2.658], [-0.299, 0.266, 3.037], [0.914, -0.528, 3.444], [0.625, -1.979, 3.533], [2.199, -0.104, 2.864], [3.168, -1.108, 2.276], [2.544, 1.085, 2.868], [-0.413, 1.491, 3.048], [-4.483, -0.070, 1.549], [-3.305, -1.265, 0.978], [-3.895, -1.309, 2.656], [-2.202, 0.939, 1.416], [-2.832, 0.913, 3.106], [-0.266, -2.181, 4.142], [0.482, -2.389, 2.520], [1.464, -2.504, 4.006], [2.813, -2.137, 2.250], [3.407, -0.790, 1.254], [4.107, -1.078, 2.842], [7.060, -4.127, 10.358], [5.809, -4.851, 10.210], [4.663, -4.150, 9.986], [3.456, -4.867, 10.156], [2.243, -4.211, 10.033], [2.215, -2.871, 9.635], [0.988, -2.199, 9.649], [0.671, -1.076, 8.920], [1.129, -0.874, 7.539], [1.082, 0.513, 7.092], [0.942, 0.961, 5.817], [0.642, 2.368, 5.592], [0.811, 2.938, 4.312], [0.415, 4.230, 4.016], [-0.080, 5.052, 5.047], [-0.180, 4.553, 6.359], [0.200, 3.233, 6.625], [1.494, -1.841, 6.853], [-0.523, -0.645, 9.390], [-1.341, 0.452, 8.909], [-0.954, -1.470, 10.429], [-0.029, -2.438, 10.578], [3.400, -2.173, 9.374], [4.631, -2.782, 9.615], [7.806, -4.928, 10.381], [7.233, -3.451, 9.502], [7.059, -3.564, 11.307], [3.518, -5.919, 10.423], [1.319, -4.745, 10.243], [1.272, 1.198, 7.916], [1.200, 0.349, 4.921], [1.479, 2.413, 3.631], [0.518, 4.579, 2.989], [-0.401, 6.071, 4.816], [-0.534, 5.191, 7.170], [0.184, 2.875, 7.656], [-2.323, 0.320, 9.374], [-0.945, 1.427, 9.225], [-1.440, 0.447, 7.817], [-1.896, -1.307, 10.915], [-0.004, -3.297, 11.225], [3.379, -1.140, 9.033], [5.552, -2.205, 9.529]], "lowdin_charge": [-0.09, -0.23, -0.03, -0.44, -0.24, -0.12, -0.44, -0.02, -0.03, 0.03, 0.07, 0.08, 0.07, 0.13, 0.12, 0.08, 0.08, 0.07, 0.06, 0.08, 0.08, -0.05, -0.09, -0.26, 0.02, -0.01, -0.21, 0.06, -0.08, -0.34, -0.06, 0.06, -0.18, -0.05, -0.05, -0.08, -0.10, -0.05, 0.11, -0.03, 0.01, 0.01, 0.02, 0.02, 0.01, 0.09, 0.09, 0.10, 0.12, 0.12, 0.10, 0.09, 0.08, 0.11, 0.10, 0.09, 0.08, 0.10, 0.10, 0.11, 0.13, 0.13, 0.13, 0.11], "molar_mass_g_mol": 462.5, "total_charge": 0, "lumo_ev": -1.432, "gap_ha": 0.152}

[5]
{"formula": "C7H11NO", "method": "ωB97M-V with the def2-TZVPD basis set", "species": ["C", "C", "C", "C", "C", "C", "N", "C", "H", "H", "H", "H", "H", "H", "H", "H", "H", "O", "H", "H"], "coordinates": [[1.441, 0.198, 1.385], [0.715, 0.677, 0.371], [1.033, 1.972, -0.377], [-0.630, 0.099, 0.168], [-1.166, -1.111, 0.740], [-2.393, -1.397, 0.190], [-2.743, -0.353, -0.590], [-1.679, 0.500, -0.680], [2.374, 0.645, 1.491], [1.113, -0.724, 1.784], [0.563, 1.852, -1.313], [2.077, 2.076, -0.563], [0.620, 2.811, 0.148], [-0.547, -1.749, 1.447], [-3.165, -2.015, 0.640], [-3.679, -0.026, -0.706], [-1.754, 1.340, -1.283], [2.595, -1.948, -1.229], [2.950, -1.048, -1.416], [2.274, -1.801, -0.207]], "lowdin_charge": [0.04, -0.31, -0.03, -0.19, -0.06, -0.14, 0.01, -0.07, 0.05, 0.04, 0.05, 0.07, 0.08, 0.12, 0.11, 0.15, 0.09, -0.14, 0.03, 0.10], "molar_mass_g_mol": 125.2, "total_charge": 0, "lumo_ev": 0.809, "gap_ha": 0.332}

[6]
{"formula": "O3S", "method": "ωB97M-V with the def2-TZVPD basis set", "species": ["O", "S", "O", "O"], "coordinates": [[1.489, -0.030, 0.000], [0.078, -0.009, 0.000], [-0.748, 1.100, 0.000], [-0.819, -1.060, 0.000]], "lowdin_charge": [-0.21, 0.64, -0.22, -0.21], "molar_mass_g_mol": 80.1, "total_charge": 0, "lumo_ev": -0.752, "gap_ha": 0.415}